{
  "formula": "C25H63BrNO10P",
  "method": "wB97M-V/def2-TZVPD",
  "symbols": ["Br", "P", "O", "O", "O", "O", "O", "O", "O", "O", "O", "O", "N", "C", "C", "C", "C", "C", "C", "C", "C", "C", "C", "C", "C", "C", "C", "C", "C", "C", "C", "C", "C", "C", "C", "C", "C", "C", "H", "H", "H", "H", "H", "H", "H", "H", "H", "H", "H", "H", "H", "H", "H", "H", "H", "H", "H", "H", "H", "H", "H", "H", "H", "H", "H", "H", "H", "H", "H", "H", "H", "H", "H", "H", "H", "H", "H", "H", "H", "H", "H", "H", "H", "H", "H", "H", "H", "H", "H", "H", "H", "H", "H", "H", "H", "H", "H", "H", "H", "H", "H"],
  "positions_angstrom": [[2.4434, -5.2827, -2.8654], [0.4236, -4.2414, -2.9198], [0.2550, -2.9387, -0.4970], [-0.4547, -5.2101, -1.9241], [-1.2104, 4.7416, 3.8691], [-2.4601, -2.8754, -2.7598], [-7.0524, -0.5017, -0.6622], [1.3475, -4.7432, 2.1749], [4.6434, 1.1101, 0.4265], [-4.2607, 0.5440, 1.7836], [2.5767, 4.3608, -2.9819], [2.7775, -2.5477, -0.9192], [2.0476, -0.6446, -2.1057], [2.0224, -2.0837, -1.9771], [3.9202, 6.3187, -3.4388], [-7.7802, -1.8435, 1.2101], [0.5563, -5.7970, 2.7125], [-3.0250, 0.2746, 2.4549], [-0.5927, 5.4160, 2.7728], [-6.4275, -2.8373, -0.6627], [3.3042, 5.0469, -4.0012], [5.0610, -3.3200, -0.6975], [-1.9760, 1.2955, 2.0455], [4.3983, 2.1154, -1.7640], [5.3354, 1.8194, -0.6032], [-2.2097, -2.9471, -0.3763], [-0.0447, 6.7605, 3.2258], [5.9380, 3.0961, -0.0353], [-7.4805, -1.8085, -0.2811], [0.6107, -2.6848, -1.8545], [-0.8801, -5.3334, 2.9100], [-2.8156, -2.5113, -1.6744], [2.3992, 5.3401, -5.1878], [0.6351, -7.0078, 1.8004], [4.1383, -2.1241, -0.9239], [-0.8921, -2.2424, -0.0716], [-1.5886, 5.5732, 1.6344], [-3.2389, 0.2658, 3.9598], [-0.9126, -4.4607, 3.5638], [-6.2243, -2.7996, -1.7337], [-1.4973, -6.1201, 3.3474], [3.9744, 1.1919, -2.1605], [-1.3192, -5.0430, 1.9504], [1.6749, -7.3096, 1.6732], [-3.9957, -0.4699, 4.2341], [2.9467, 5.8343, -5.9913], [-6.7413, -3.8493, -0.4026], [-1.9704, 4.5998, 1.3240], [0.4585, 7.2796, 2.4089], [3.1389, 6.9959, -3.0826], [6.5010, 3.6402, -0.7955], [1.9677, 4.4175, -5.5767], [-8.3961, -2.0012, -0.8415], [1.7017, -0.3333, -2.9995], [5.5834, -3.5910, -1.6086], [-8.1397, -2.8261, 1.5201], [6.1370, 1.1575, -0.9354], [0.2433, -6.7621, 0.8090], [-1.9432, 5.2886, 4.1721], [-2.7146, -0.7196, 2.1269], [-2.3153, 0.0306, 4.4898], [0.9957, -6.0411, 3.6810], [-3.6537, -1.7929, -1.5945], [-6.2445, -0.3021, -0.1730], [4.9206, 2.6357, -2.5687], [0.6639, 6.6282, 4.0434], [-1.0151, 1.0894, 2.5188], [-5.4895, -2.6206, -0.1425], [1.8639, 4.9396, -2.6898], [-3.5921, 1.2428, 4.2996], [-0.8877, -1.2089, -0.4185], [-8.5354, -1.0997, 1.4647], [0.9737, -4.5050, 1.3166], [4.0974, 4.3643, -4.3092], [4.5118, -4.1803, -0.3322], [4.5100, 6.8409, -4.1932], [4.5653, 6.0879, -2.5902], [-2.4457, 6.1717, 1.9550], [-2.2882, 2.3052, 2.3250], [4.2735, -1.4150, -0.1168], [-0.0195, -6.0696, -1.8620], [-2.9090, -2.6774, 0.4125], [-0.0997, -1.9937, -2.2936], [5.8197, -3.0853, 0.0413], [5.1495, 3.7520, 0.3450], [-4.5580, 1.4184, 2.0573], [-2.0811, -4.0228, -0.3268], [-1.1348, 6.0600, 0.7699], [-1.8409, 1.2880, 0.9621], [6.6053, 2.8693, 0.7971], [-0.8538, 7.3980, 3.5926], [3.5666, 2.7385, -1.4387], [0.2314, 4.7770, 2.4526], [2.4289, -2.4784, -2.9193], [1.5715, 5.9877, -4.8855], [0.0726, -7.8568, 2.1936], [1.5823, -0.1813, -1.3367], [3.9294, 1.6759, 0.7389], [-6.8799, -1.6069, 1.7843], [4.4126, -1.6518, -1.8589], [-0.8184, -2.1830, 1.0110]],
  "atomic_forces_ev_per_a": [[-0.1059, 0.0614, 0.3419], [-0.4138, 0.2020, -0.7302], [0.0063, 0.4395, -0.4729], [0.3966, 0.0618, 0.0756], [0.1260, -0.1945, -0.0466], [0.3915, -0.2035, -0.4914], [-0.0986, -0.0245, -0.1334], [-0.0315, 0.0078, 0.2087], [0.1456, -0.1490, -0.0072], [-0.0020, -0.2839, -0.1671], [0.0123, -0.0646, -0.0395], [-0.1210, 0.1166, 0.1112], [0.3487, 0.0264, 0.3429], [-0.2554, -0.0598, -0.7177], [0.1144, -0.0620, 0.0950], [-0.1058, 0.0356, 0.0303], [-0.1956, 0.1015, -0.3661], [-0.0020, 0.4237, 0.2251], [-0.2973, 0.3639, 0.0353], [0.0166, -0.0106, -0.1568], [-0.2355, 0.3542, 0.0167], [0.0686, 0.0619, 0.0170], [0.0412, -0.0339, -0.2335], [0.0885, -0.3253, 0.0092], [-0.2597, 0.3613, -0.0297], [-0.3798, 0.2075, 0.1873], [0.1231, -0.0436, 0.0771], [0.1405, -0.0561, 0.0924], [0.3332, 0.0235, 0.3028], [0.3204, -1.1964, 0.9941], [-0.0037, 0.0814, 0.1102], [-0.4319, 0.0096, 0.1449], [-0.0199, -0.1434, -0.0523], [0.1385, -0.1967, -0.0231], [0.4709, -0.5699, 0.3844], [0.1278, -0.1997, 0.7287], [-0.0189, -0.1495, -0.0879], [-0.1007, -0.1456, 0.0199], [0.0221, -0.0226, 0.0286], [-0.0480, -0.0111, -0.0064], [-0.0134, 0.0027, -0.0205], [0.0553, -0.0297, 0.0223], [0.0107, -0.0818, -0.0359], [-0.0018, -0.0145, 0.0183], [0.0271, -0.0294, -0.0165], [-0.0084, 0.0172, 0.0054], [0.0118, 0.0044, 0.0188], [0.0457, -0.0071, -0.0248], [-0.0154, 0.0125, -0.0008], [-0.0302, 0.0169, -0.0779], [-0.0177, 0.0153, -0.0019], [0.0390, -0.0106, -0.0063], [-0.0044, 0.1055, -0.0661], [-0.1348, 0.0845, -0.0083], [-0.0166, -0.2202, -0.1809], [0.0106, -0.0023, 0.0065], [-0.0297, -0.1027, 0.0900], [-0.0847, 0.0343, 0.0352], [0.0087, 0.0084, 0.0247], [-0.1134, -0.0256, -0.0803], [0.0046, 0.0266, 0.0008], [0.0651, 0.0633, 0.0068], [0.0122, 0.1101, 0.0168], [-0.0076, 0.0177, 0.0523], [-0.0185, 0.0610, 0.0180], [0.0209, -0.0229, -0.0257], [-0.0099, 0.0296, 0.0255], [-0.0406, -0.0333, 0.1065], [-0.0037, 0.0144, -0.0367], [0.0870, 0.0442, -0.0182], [-0.0266, 0.1542, -0.2539], [-0.0260, -0.0188, -0.0304], [0.1321, 0.1431, -0.1231], [-0.0242, -0.0920, 0.0703], [-0.1701, -0.0969, 0.0229], [-0.0141, 0.0149, -0.0014], [0.0186, -0.0238, -0.0288], [0.0531, 0.0806, 0.0148], [0.0254, -0.0275, 0.1488], [-0.0845, 0.3464, 0.0055], [-0.1399, -0.0772, 0.0803], [-0.1465, 0.0813, 0.1327], [-0.1333, 0.1246, -0.2594], [0.1465, 0.0898, 0.1479], [-0.0352, 0.0159, -0.0850], [-0.0043, 0.0055, 0.0068], [0.1937, -0.1754, -0.2217], [-0.0075, 0.0166, 0.0068], [0.0187, -0.0555, 0.0046], [0.0185, -0.0181, -0.0282], [-0.0359, 0.0091, -0.0774], [0.0311, 0.1440, 0.0115], [-0.0228, -0.0992, 0.0828], [0.1416, 0.1899, -0.2005], [0.0493, 0.0691, 0.0133], [-0.0266, 0.0253, 0.0033], [-0.0947, 0.0835, -0.0469], [-0.0115, -0.0001, -0.0098], [0.0434, -0.0540, -0.0334], [-0.2127, 0.3071, -0.2169], [0.1907, -0.0443, 0.2001]],
  "e_lumo_ha": 0.0036,
  "smiles": "CCO[C@H](N)[C@H](OCCC=O)P(O)Br.CC(C)O.CC(C)O.CC(C)O.CC(C)O.CC(C)O.CC(C)O",
  "e_tot_ev": -128242.44768
}